DFT (ωB97M-V/def2-TZVPD) results for C4H7ClN2S in the gas phase in a non-equilibrium geometry.

The HOMO energy is -0.3097 Eh. Its HOMO-LUMO gap is 0.316 hartree. Its energy relative to the best compared isomer or geometry (same formula, charge and spin) is 209.7 kJ/mol. The value obtained for the LUMO energy is 0.163 eV. The SMILES is CNN(C=S)/C=C/Cl.

Geometry as XYZ:
```
15
C4H7ClN2S (ωB97M-V/def2-TZVPD)
C 1.92243 -2.04578 0.82282
C 1.51446 0.88006 -0.29631
C -0.39284 -0.69612 -0.34742
C -1.42643 0.18115 -0.19572
H 2.20102 -1.29775 1.60676
H 0.92794 -2.50489 1.12593
H 2.62402 -2.86231 0.83493
H 1.68209 -2.03891 -1.24427
H 2.56657 0.81161 -0.56785
H -0.70343 -1.74457 -0.53746
H -1.35326 1.30843 -0.20930
N 1.91363 -1.40271 -0.52653
N 0.93096 -0.34983 -0.49383
S 0.89604 2.29215 0.25523
Cl -3.05290 -0.35259 0.12646
```

The molecule's Mulliken atomic charges, reported in e, are given here: -0.72, -0.09, 0.04, -0.41, 0.25, 0.28, 0.35, 0.23, 0.36, 0.31, 0.24, -0.54, 0.24, -0.35, -0.20